[1]
{"formula": "C4H4O3", "method": "ωB97M-V/def2-TZVPD", "symbols": ["C", "H", "O", "O", "H", "C", "H", "C", "O", "C", "H"], "coordinates": [[0.88, -0.84, 0.10], [-1.41, -0.26, 1.79], [-0.80, -0.41, -1.89], [1.59, -0.50, -0.92], [0.43, 1.32, -1.83], [-0.38, -0.15, -0.15], [-1.24, 1.41, 1.11], [-0.83, 0.40, 1.14], [0.57, 0.36, 1.35], [0.07, 0.39, -1.40], [1.11, -1.72, 0.69]], "mulliken_charge": [0.084, 0.234, -0.494, -0.548, 0.418, 0.176, 0.248, -0.256, -0.432, 0.143, 0.428], "molar_mass_g_mol": 100.07, "gap_ev": 10.68, "energy_ev": -10349.3927, "homo_energy_ev": -10.1, "relative_energy_ev": 5.8194, "lumo_energy_ev": 0.561}

---

[2]
{"formula": "C42H51As2ClN5O11PdS", "method": "ωB97M-V/def2-TZVPD", "symbols": ["H", "C", "C", "C", "C", "H", "H", "N", "C", "C", "H", "S", "H", "H", "C", "H", "As", "O", "H", "C", "C", "H", "H", "O", "H", "N", "C", "H", "H", "H", "O", "O", "H", "O", "C", "H", "O", "H", "H", "C", "H", "C", "H", "C", "O", "H", "N", "H", "O", "H", "C", "H", "C", "H", "C", "O", "H", "O", "C", "H", "C", "C", "N", "C", "H", "C", "H", "C", "N", "C", "C", "C", "C", "C", "C", "H", "H", "H", "H", "H", "C", "C", "H", "Pd", "H", "H", "H", "H", "H", "As", "H", "C", "H", "C", "C", "C", "H", "H", "H", "C", "C", "C", "O", "H", "H", "Cl", "C", "H", "C", "H", "C", "H", "H", "C"], "coordinates": [[5.01, 0.47, 3.40], [4.84, 4.42, -2.72], [-0.05, 2.06, -1.00], [2.96, -0.11, -5.48], [3.43, 3.19, -1.25], [-2.03, -2.10, 5.81], [4.31, 5.38, 1.14], [3.93, -1.20, -3.56], [4.22, 0.11, -5.96], [2.54, -2.75, 0.84], [-0.92, 1.45, -1.20], [0.13, -1.22, -3.99], [-0.18, 3.09, -1.28], [-0.31, -5.19, 1.39], [3.23, 1.84, 2.03], [6.01, -1.04, -3.27], [1.84, 4.93, 0.33], [2.72, 1.42, 3.07], [-1.93, 5.01, 5.56], [-2.55, -2.12, 2.71], [-4.87, -5.72, 1.83], [-5.01, -5.96, 2.88], [-3.42, -2.79, 2.60], [4.24, 4.33, -1.36], [6.24, 0.79, 2.11], [1.72, -0.89, -3.46], [-0.92, -4.14, 3.15], [-6.96, -5.29, 1.55], [-2.77, -7.11, 2.65], [-4.38, -4.86, -1.90], [-0.60, 6.78, 1.93], [0.27, -1.97, -5.25], [5.49, 5.29, -2.63], [1.04, 6.39, 3.37], [-2.75, 1.69, -5.74], [-0.98, 6.42, -0.15], [4.56, 1.87, 1.81], [0.49, 1.87, -4.82], [-4.18, 1.80, -7.31], [-3.16, 0.71, -4.84], [-1.69, -5.80, 4.25], [-3.61, -5.74, 1.30], [-2.43, -5.50, -0.50], [-3.75, 2.44, -6.53], [0.26, -4.48, 3.88], [-0.12, -2.85, -0.85], [0.56, -3.32, 1.17], [-1.62, -6.45, 1.59], [3.38, 2.25, -2.07], [-2.02, 5.48, 1.03], [-2.23, -0.04, -4.11], [0.57, -1.98, 3.36], [3.31, 5.77, 1.39], [-3.23, 3.26, -7.09], [-0.99, 3.18, 3.06], [-0.49, -1.84, -2.82], [4.34, 0.58, -6.94], [-1.27, 2.05, 3.46], [-1.47, 6.43, 0.84], [-2.13, -1.97, 1.71], [-0.12, 3.46, 1.88], [-4.49, -5.14, -0.87], [1.93, -2.60, -0.35], [-5.97, -5.39, 1.02], [6.32, 0.13, -5.47], [-2.46, -6.14, 2.19], [2.10, 0.12, -6.09], [0.51, 4.65, 1.81], [1.81, -3.25, 1.79], [-0.54, -4.18, 1.69], [2.35, 2.32, 0.90], [-1.89, 4.07, 4.99], [0.28, 5.96, 2.53], [-1.51, -2.70, 3.72], [-0.47, 1.41, -4.93], [5.85, 2.05, 3.43], [-3.30, -3.07, 4.97], [4.09, 4.51, -3.50], [-1.00, 2.85, -6.41], [-4.54, 2.80, -5.85], [-0.84, 0.26, -4.22], [2.62, 3.23, -0.06], [3.29, 6.85, 1.25], [2.72, -1.90, -1.99], [-2.82, -1.11, 3.12], [-1.34, 3.22, 5.48], [-0.70, -0.72, 3.75], [-2.88, 3.65, 4.83], [-4.22, 0.47, -4.73], [0.45, 1.76, 0.94], [-1.80, -3.85, 5.59], [2.83, -0.77, -4.23], [-2.91, -4.70, 3.77], [-5.79, -5.08, -0.31], [-1.39, 2.03, -5.78], [5.16, -0.79, -3.94], [3.59, -2.52, 1.03], [-1.38, -3.88, 1.12], [0.21, -4.37, 4.85], [-2.20, -2.95, 5.10], [5.34, -0.21, -5.16], [5.46, 1.23, 2.77], [-1.30, 4.35, 3.71], [0.86, 1.61, -1.48], [-2.23, 7.23, 0.82], [-7.09, -4.27, -1.12], [-3.41, -5.45, -0.05], [0.02, -1.76, 5.05], [0.67, -2.96, -0.11], [-2.52, -0.90, -3.49], [-2.05, -5.23, 3.36], [5.38, 3.49, -2.87], [3.03, 5.61, 2.42], [-0.33, -1.74, 3.98]], "mulliken_spin": [0.000, 0.003, 0.037, 0.011, 0.021, 0.000, -0.001, 0.030, 0.002, 0.022, -0.012, 0.010, 0.002, 0.000, 0.037, 0.002, 0.210, 0.043, 0.000, 0.000, 0.000, 0.000, 0.000, -0.004, -0.001, 0.105, 0.000, 0.000, 0.000, 0.000, 0.003, 0.009, 0.000, 0.000, 0.000, -0.005, 0.008, 0.000, 0.000, 0.001, 0.000, 0.000, 0.000, 0.000, 0.000, 0.000, -0.004, 0.000, 0.040, 0.000, -0.002, 0.000, 0.058, 0.000, -0.002, 0.002, 0.000, 0.002, 0.006, 0.000, 0.038, 0.000, 0.015, 0.000, 0.000, 0.000, -0.001, -0.001, 0.006, 0.003, 0.257, 0.000, -0.006, -0.001, 0.001, 0.002, 0.000, 0.001, 0.000, 0.000, 0.007, 0.214, -0.004, 0.750, 0.000, 0.000, 0.000, 0.000, 0.000, 0.060, 0.000, 0.008, 0.000, 0.000, -0.001, -0.010, -0.023, -0.001, 0.000, 0.000, 0.008, 0.000, 0.001, -0.015, 0.000, 0.000, 0.000, 0.000, 0.054, 0.000, 0.000, 0.000, 0.002, 0.001], "molar_mass_g_mol": 1125.68, "gap_ev": [3.39, 3.01], "energy_ev": -222854.1749, "homo_energy_ev": [-9.4, -9.6], "multiplicity": 3, "lumo_energy_ev": [-5.972, -6.550], "total_charge": 1}